ORCA calculation (wB97M-V/def2-TZVPD) on 2 unconnected molecules or ions with the total composition C6H12O.

```
! wB97M-V def2-TZVPD RIJCOSX def2/J DEFGRID3
* xyz 0 1
C 0.829 -1.575 -1.310
C 0.416 -0.247 -0.732
C -0.687 0.490 -1.459
C 1.010 0.226 0.366
C 0.579 1.457 1.127
C -0.355 0.906 2.180
O -1.560 0.993 2.136
H 1.455 -2.137 -0.609
H -0.056 -2.182 -1.538
H 1.382 -1.450 -2.249
H -1.579 -1.512 0.325
H -1.293 -0.202 -2.053
H -0.268 1.233 -2.150
H -1.358 1.010 -0.767
H 1.792 -0.371 0.837
H 1.437 1.953 1.595
H 0.043 2.179 0.507
H 0.145 0.311 2.976
H -1.931 -1.082 0.818
*
```

Output
**Lowest unoccupied orbital energy**: 1.00 eV
**Structure (SMILES)**: CC(C)=CCC=O.[H][H]
**DFT total energy**: -8462.381 eV
**Orbital gap**: 10.045 eV

***

ORCA calculation (wB97M-V/def2-TZVPD) on a single C6H12O molecule.

```
! wB97M-V def2-TZVPD RIJCOSX def2/J DEFGRID3
* xyz 0 1
C 2.168 -0.871 -1.336
C 1.306 -0.466 -0.143
C 0.322 1.724 2.006
O -0.460 1.565 0.984
C -1.026 0.272 0.608
C -2.469 0.519 0.219
C -0.167 -0.296 -0.515
H 3.218 -0.974 -1.043
H 2.114 -0.112 -2.125
H 1.843 -1.824 -1.767
H 1.399 -1.213 0.658
H 0.366 0.720 2.529
H 1.691 0.479 0.260
H -0.955 -0.364 1.502
H -3.022 0.961 1.053
H -2.951 -0.424 -0.059
H -2.523 1.202 -0.634
H -0.257 0.364 -1.389
H -0.595 -1.264 -0.808
*
```

Output
**Lowest unoccupied orbital energy**: 0.89 eV
**DFT total energy**: -8461.200 eV
**Orbital gap**: 9.327 eV

***

ORCA calculation (wB97M-V/def2-TZVPD) on a single C6H12O molecule.

```
! wB97M-V def2-TZVPD RIJCOSX def2/J DEFGRID3
* xyz 0 1
C 0.591 1.175 1.355
C 0.576 0.537 -0.030
C 1.280 -0.814 -0.055
C 0.761 -1.377 -1.359
O -0.640 -1.241 -1.114
C -0.802 0.115 -0.652
C -1.984 0.263 0.290
H 1.618 1.457 1.614
H -0.020 2.081 1.413
H 0.244 0.474 2.120
H 1.055 1.233 -0.732
H 0.747 -1.449 0.660
H 2.346 -0.838 0.181
H 1.046 -2.418 -1.537
H 1.031 -0.784 -2.249
H -1.001 0.710 -1.553
H -1.815 -0.222 1.257
H -2.141 1.333 0.480
H -2.898 -0.140 -0.153
*
```

Output
**Lowest unoccupied orbital energy**: 1.14 eV
**Structure (SMILES)**: C[C@@H]1OCC[C@@H]1C
**DFT total energy**: -8463.677 eV
**Orbital gap**: 10.785 eV

***

ORCA calculation (wB97M-V/def2-TZVPD) on a molecular structure, C6H12O.

```
! wB97M-V def2-TZVPD RIJCOSX def2/J DEFGRID3
* xyz 0 1
C -2.462 -0.862 0.364
C -1.125 -1.016 -0.352
C -0.035 -0.170 0.290
C 1.267 -0.020 -0.426
C 2.426 0.705 0.228
C -0.351 1.639 -0.470
O -0.281 2.695 0.035
H -3.248 -1.433 -0.142
H -2.401 -1.220 1.399
H -2.766 0.190 0.386
H -0.842 -2.077 -0.377
H -1.224 -0.695 -1.398
H -0.121 0.111 1.340
H 1.463 -0.708 -1.248
H 0.938 -1.002 0.474
H 3.235 0.835 -0.495
H 2.838 0.176 1.096
H 2.109 1.701 0.562
H 0.578 1.150 -1.266
*
```

Output
**Lowest unoccupied orbital energy**: 1.00 eV
**DFT total energy**: -8459.193 eV
**Orbital gap**: 9.087 eV

***

ORCA calculation (wB97M-V/def2-TZVPD) on a single C6H12O molecule.

```
! wB97M-V def2-TZVPD RIJCOSX def2/J DEFGRID3
* xyz 0 1
C -0.545 1.761 -1.074
C -0.443 0.535 -0.173
O -1.684 0.303 0.500
C -0.010 -0.729 -0.924
C 0.315 -1.716 0.198
C 0.974 -0.839 1.290
C 0.600 0.626 0.948
H -1.197 1.551 -1.931
H 0.438 2.046 -1.465
H -0.966 2.611 -0.528
H -2.284 -0.136 -0.115
H -0.778 -1.081 -1.627
H 0.888 -0.500 -1.513
H -0.613 -2.155 0.578
H 0.958 -2.537 -0.134
H 2.061 -0.968 1.285
H 0.625 -1.125 2.286
H 1.477 1.182 0.596
H 0.183 1.170 1.802
*
```

Output
**Lowest unoccupied orbital energy**: 0.95 eV
**Structure (SMILES)**: CC1(O)CCCC1
**DFT total energy**: -8464.327 eV
**Orbital gap**: 11.165 eV

***

ORCA calculation (wB97M-V/def2-TZVPD) on a single C6H12O molecule.

```
! wB97M-V def2-TZVPD RIJCOSX def2/J DEFGRID3
* xyz 0 1
C 2.983 0.021 -0.184
C 1.513 -0.256 -0.159
O 0.843 -0.117 1.082
C 0.555 0.826 0.039
C -0.841 0.781 -0.554
C -1.816 0.255 0.510
C -2.319 -1.144 0.172
H 3.275 0.258 -1.211
H 3.564 -0.836 0.167
H 3.195 0.883 0.456
H 1.159 -1.116 -0.734
H -1.259 0.189 1.448
H 0.938 1.818 0.282
H -0.852 0.128 -1.439
H -1.114 1.777 -0.922
H -2.637 0.959 0.673
H -1.471 -1.793 -0.085
H -3.005 -1.130 -0.682
H -2.831 -1.599 1.024
*
```

Output
**Lowest unoccupied orbital energy**: 1.22 eV
**Structure (SMILES)**: CCC[C@H]1O[C@@H]1C
**DFT total energy**: -8462.926 eV
**Orbital gap**: 11.378 eV

***

ORCA calculation (wB97M-V/def2-TZVPD) on a single C6H12O molecule.

```
! wB97M-V def2-TZVPD RIJCOSX def2/J DEFGRID3
* xyz 0 1
C 1.649 -0.217 -1.607
C 0.929 0.539 -0.492
C -0.533 0.808 -0.826
O -1.141 1.106 0.413
C -0.757 0.003 1.238
C -1.862 -1.055 1.041
C 0.756 -0.192 0.870
H 1.431 0.244 -2.579
H 1.320 -1.261 -1.655
H 2.738 -0.209 -1.485
H 1.429 1.504 -0.331
H -0.723 1.626 -1.523
H -0.951 -0.124 -1.244
H -0.814 0.324 2.282
H -2.746 -0.674 1.567
H -1.654 -2.059 1.421
H -2.156 -1.137 -0.011
H 1.121 -1.224 0.840
H 1.340 0.328 1.637
*
```

Output
**Lowest unoccupied orbital energy**: 1.09 eV
**Structure (SMILES)**: C[C@H]1CO[C@@H](C)C1
**DFT total energy**: -8463.652 eV
**Orbital gap**: 10.778 eV

***

ORCA calculation (wB97M-V/def2-TZVPD) on a single C6H12O molecule.

```
! wB97M-V def2-TZVPD RIJCOSX def2/J DEFGRID3
* xyz 0 1
C -1.602 0.933 -0.554
C -0.187 0.694 -0.017
C 0.809 1.636 -0.694
C 0.176 -0.782 -0.209
C 1.494 -1.312 0.410
C -0.673 -1.828 0.487
O -1.006 -1.340 1.672
H -2.329 0.282 -0.055
H -1.916 1.971 -0.401
H -1.650 0.724 -1.631
H -0.186 0.900 1.060
H 0.495 2.681 -0.575
H 0.874 1.434 -1.771
H 1.815 1.539 -0.272
H 0.200 -1.017 -1.282
H 2.363 -1.270 -0.255
H 1.710 -0.821 1.369
H 1.285 -2.361 0.608
H -1.404 -2.063 2.177
*
```

Output
**Lowest unoccupied orbital energy**: 0.83 eV
**DFT total energy**: -8461.600 eV
**Orbital gap**: 9.200 eV